1.
54
Properties=species:S:1:pos:R:3:forces:R:3:mulliken_charge:R:1 method="wB97M-V/def2-TZVPD" gap_ev="5.62 / 6.05" s2=12.73 total_charge=+2 multiplicity=7
Tb -1.01453 -0.20685 -2.17484 -0.73 -0.50 -0.94 1.46
C -1.25734 -4.01761 -5.54283 -0.02 -0.01 0.03 -1.13
N -2.46743 -3.25640 -5.21958 0.15 0.04 0.04 0.10
C -3.75523 -3.74064 -5.72173 -0.02 0.01 -0.06 -1.01
C -2.34308 -2.12766 -4.51547 -0.16 -0.03 -0.03 0.61
N -1.20593 -1.61375 -4.11139 0.04 -0.01 -0.01 -0.59
N -3.55099 -1.50930 -4.17492 0.02 0.02 -0.05 -0.16
C -3.78918 -0.15349 -3.95385 -0.07 -0.02 -0.07 0.62
N -4.94515 0.28877 -4.46107 0.02 -0.01 0.10 -0.38
N -2.96239 0.57637 -3.26711 0.10 -0.14 0.08 -0.52
H -1.54818 -4.98858 -5.92819 0.01 0.01 -0.01 0.30
H -0.65950 -4.18115 -4.64566 0.01 -0.01 0.00 0.42
H -0.65912 -3.50967 -6.30152 0.00 0.00 0.00 0.40
H -4.44050 -3.98968 -4.90786 0.01 -0.01 0.00 0.39
H -3.58265 -4.65322 -6.28096 -0.01 0.01 -0.01 0.29
H -4.21302 -3.02188 -6.40341 -0.01 0.00 0.01 0.39
H -0.42286 -2.07966 -4.55475 0.01 0.01 0.00 0.21
H -4.37471 -2.03034 -4.42864 0.01 0.00 -0.01 0.18
H -5.52331 -0.27503 -5.06056 0.03 0.03 -0.06 0.18
H -5.26338 1.22514 -4.27034 -0.03 -0.02 0.04 0.22
H -3.24711 1.55070 -3.24196 0.04 0.01 0.00 0.17
C 6.87813 2.56491 3.74497 0.00 0.00 0.03 -0.82
O 6.01269 3.05474 4.76145 -0.09 0.01 -0.02 -0.42
C 4.72483 2.67440 4.74863 0.15 0.02 0.03 0.83
C 3.92507 3.20431 5.76353 -0.10 -0.02 -0.01 -0.71
C 2.59559 2.85664 5.83325 0.12 0.08 -0.04 -0.20
C 2.02779 2.01089 4.87642 -0.29 0.29 0.02 0.00
C 2.83544 1.46102 3.88493 0.14 -0.16 0.05 -0.27
C 4.17923 1.78210 3.81899 -0.06 -0.01 0.02 -0.54
N 0.65387 1.73007 5.11571 0.36 -0.64 -0.03 -0.44
N -0.12397 1.24528 4.27964 -0.24 0.60 -0.12 -0.44
C 0.07149 1.26463 2.86953 0.05 -0.35 0.19 -0.36
C 0.51534 2.35065 2.16456 -0.16 0.25 -0.31 -0.06
C 0.48118 2.36364 0.75411 -0.01 0.16 0.42 -0.84
C -0.00018 1.29650 0.05484 0.22 0.08 -0.46 0.69
O -0.00652 1.28659 -1.32797 0.33 0.38 0.69 -0.88
C -0.48378 0.16462 0.75066 0.01 0.07 0.29 0.03
N -0.97766 -0.90705 0.03220 0.21 0.16 0.18 -0.32
C -1.39566 -1.97630 0.68935 -0.16 -0.23 0.20 -0.07
C -1.40762 -2.06300 2.08270 -0.03 -0.12 -0.21 -0.93
C -0.95485 -0.99608 2.81448 0.03 0.09 0.05 -0.33
C -0.45943 0.14932 2.16288 0.05 -0.05 -0.07 0.89
H 7.83406 3.05040 3.91248 0.00 -0.02 -0.01 0.24
H 6.50376 2.82914 2.75375 0.02 0.00 0.00 0.34
H 6.99896 1.48277 3.82611 0.00 0.00 -0.02 0.34
H 4.37758 3.86491 6.48912 0.00 0.01 0.01 0.45
H 1.96121 3.23616 6.62251 0.00 -0.01 0.02 0.48
H 2.43780 0.74593 3.17863 0.06 0.00 0.03 0.41
H 4.80061 1.32689 3.06262 -0.01 -0.01 0.00 0.42
H 0.88737 3.21263 2.70076 0.04 0.02 -0.06 0.48
H 0.83991 3.22211 0.20225 0.02 0.02 0.03 0.48
H -1.75468 -2.80455 0.08629 -0.01 0.00 0.05 0.41
H -1.77799 -2.95746 2.56075 -0.01 -0.01 -0.01 0.42
H -0.97401 -1.01288 3.89653 0.01 0.01 0.01 0.56

=====

2.
47
Properties=species:S:1:pos:R:3:forces:R:3:mulliken_charge:R:1 method="wB97M-V/def2-TZVPD" gap_ev="7.26 / 3.79" multiplicity=1
C 0.73534 -1.69735 -3.89808 1.63 -0.27 0.60 -0.27
C 0.06358 1.51229 -3.59010 -0.22 0.74 -0.09 -0.15
C -0.71514 -1.62522 -3.90119 -0.38 -0.59 1.05 -0.33
H 1.09230 -2.44113 -4.65079 -0.27 0.09 0.38 0.29
C -1.25219 1.44023 -3.37847 0.38 0.19 0.31 -0.58
H 0.66437 2.24626 -3.02404 -0.49 -0.45 -0.07 0.34
H -1.21358 -2.44623 -3.37403 0.14 0.21 -0.14 0.64
H -1.70758 2.10893 -2.63238 0.32 -0.32 -0.24 0.51
C -1.58241 -0.78160 -4.69657 -1.86 0.21 -0.90 -1.05
H -2.45849 -1.43132 -4.90312 0.19 0.44 -0.23 0.38
H -1.16355 -0.51996 -5.67699 -0.09 -0.14 0.29 0.39
C 1.60201 -0.42367 -4.12209 -0.06 -0.25 0.04 -0.48
H 2.41316 -0.67069 -4.82101 -0.17 0.01 0.18 0.37
H 2.08520 -0.15895 -3.17015 -0.13 0.05 -0.22 0.17
C 0.85863 0.80636 -4.65503 0.64 0.22 -0.02 -0.82
H 0.27502 0.57556 -5.55285 0.27 0.14 0.32 0.31
H 1.64641 1.51076 -4.97262 -0.31 -0.14 -0.01 0.39
C -2.20606 0.48853 -4.03229 0.11 -0.21 -0.23 -0.52
H -2.79067 1.01470 -4.80586 0.05 -0.14 0.23 0.31
H -2.92236 0.15779 -3.26719 0.09 0.03 -0.16 0.27
Sr -0.42503 -1.95594 -0.01946 -1.00 -1.39 -1.31 0.63
H 0.99488 -2.12208 -2.88662 0.20 0.07 -0.97 -0.15
Se -1.17542 0.84593 0.40911 -0.15 0.54 0.76 -0.41
P 0.39201 0.23282 1.80028 0.46 0.64 0.25 0.57
Se 1.99254 -0.52406 0.52036 0.75 0.40 0.78 -0.53
C 0.91897 1.50664 2.99395 0.36 0.38 0.11 0.71
C 0.93823 1.28528 4.38029 0.11 0.23 -0.09 -0.28
C 1.43582 2.27494 5.23820 -0.02 -0.05 -0.26 -0.66
C 1.94411 3.46752 4.71799 -0.06 -0.07 -0.18 -0.40
C 1.94329 3.68623 3.33307 -0.17 -0.35 0.06 -0.67
C 1.42295 2.70836 2.47601 0.08 0.20 0.13 -0.57
C -0.26392 -1.09344 2.87100 0.16 0.04 -0.11 0.48
C 0.22600 -2.40602 2.78953 -0.32 -0.19 -0.02 -0.56
C -0.56537 -3.45502 3.28798 0.07 0.12 0.51 -0.21
C -1.69434 -3.16411 4.06155 0.14 -0.29 -0.07 -0.56
C -2.11662 -1.84292 4.23432 0.28 0.48 -0.12 -0.64
C -1.43012 -0.80448 3.59827 -0.42 -0.64 0.00 -0.74
H 0.57864 0.34482 4.79866 0.11 0.29 -0.14 0.27
H 1.43398 2.10233 6.31683 0.02 0.05 -0.36 0.36
H 2.34983 4.22939 5.39130 -0.17 -0.30 -0.27 0.36
H 2.35593 4.61258 2.92755 -0.17 -0.32 0.10 0.37
H 1.41660 2.86273 1.39060 0.02 -0.01 0.43 0.26
H 1.21940 -2.59389 2.34969 -0.65 0.06 0.01 0.65
H -0.27898 -4.49350 3.10623 0.04 0.37 0.23 0.41
H -2.24859 -3.97489 4.54747 0.19 0.31 -0.34 0.37
H -2.98613 -1.61497 4.85318 0.23 -0.11 -0.23 0.37
H -1.80264 0.22046 3.63748 0.06 -0.30 0.00 0.41

=====

3.
56
Properties=species:S:1:pos:R:3:forces:R:3:mulliken_charge:R:1 method="wB97M-V/def2-TZVPD" gap_ev="7.16 / 5.18" s2=2.02 total_charge=+1 multiplicity=3
C 4.87096 -1.97225 0.30702 -0.15 0.07 -0.36 -0.64
C 4.10663 -0.87386 -0.07265 0.42 0.31 -0.22 -0.14
C 3.46861 -0.86781 -1.34154 -0.63 -0.39 0.35 0.36
C 3.36469 -2.03967 -2.07639 0.87 -2.01 1.46 1.26
C 4.25166 -3.12425 -1.73140 -1.06 0.39 -0.02 -1.08
C 4.97055 -3.09544 -0.52982 -0.07 0.70 -0.50 -0.59
C 2.20610 -2.12761 -3.01045 -1.30 -0.39 -2.44 -0.93
C 2.11744 -0.86538 -3.79959 0.27 0.67 -3.41 1.13
C 2.27159 0.32940 -3.08838 -1.16 -0.83 -0.33 0.45
C 1.61010 1.50037 -3.56946 0.32 0.36 0.65 -0.26
C 1.00431 1.49934 -4.81268 0.44 -0.06 0.10 -0.51
C 1.04149 0.35644 -5.62342 0.62 0.05 0.36 -0.55
C 1.62420 -0.81604 -5.14933 -0.07 0.07 1.24 -1.27
H 5.42845 -1.92470 1.24090 -0.25 -0.15 -0.08 0.45
H 4.29629 -4.01853 -2.36521 -0.18 0.37 0.30 0.43
H 5.60445 -3.92077 -0.21531 -0.15 0.08 -0.27 0.43
H 2.16450 -3.06896 -3.59855 0.56 0.69 0.01 0.69
H 0.55682 2.42151 -5.16687 -0.13 -0.15 -0.02 0.46
H 0.62480 0.42525 -6.61513 -0.06 -0.21 -0.13 0.45
H 1.57868 -1.73087 -5.74388 0.05 0.25 0.21 0.42
N 2.64205 0.20748 -1.73681 2.90 2.04 -0.16 -0.17
Au 0.90694 -0.32833 -1.06786 -2.30 0.06 2.09 0.74
C 3.80928 0.25113 0.87914 0.09 0.45 -0.21 -1.05
H 3.96792 1.25151 0.42884 0.06 -0.49 0.18 0.36
H 4.34284 0.19498 1.84620 0.03 -0.09 -0.53 0.58
C 1.41131 2.65032 -2.59695 0.67 0.14 0.09 -1.12
H 2.33550 2.90015 -2.02648 -0.46 -0.13 -0.57 0.39
H 0.99641 3.56589 -3.05509 0.36 -0.34 -0.09 0.57
P 2.03191 0.19407 1.30854 -0.20 0.05 0.17 0.88
P 0.20534 2.20165 -1.30846 -0.45 0.15 0.14 0.99
C -1.42363 2.30337 -2.09882 -0.14 -0.14 0.25 -1.15
H -2.20677 1.96435 -1.40036 0.35 0.18 -0.31 0.16
H -1.59242 3.36194 -2.36109 0.01 -0.39 -0.01 0.50
H -1.43409 1.67403 -2.99683 -0.02 0.19 0.13 0.34
C 0.25183 3.56123 -0.11296 -0.07 0.23 0.06 -1.28
H -0.06393 4.47621 -0.64059 0.25 -0.21 0.05 0.52
H -0.46354 3.39449 0.69803 0.23 -0.14 -0.12 0.24
H 1.26586 3.70117 0.28330 -0.32 -0.01 -0.12 0.29
C 1.81046 -1.29662 2.30305 -0.23 -0.07 -0.03 -1.34
H 2.50234 -1.23144 3.15659 -0.22 -0.16 -0.18 0.48
H 0.77114 -1.34720 2.65403 0.29 0.06 -0.01 0.33
H 2.01901 -2.18286 1.69602 0.09 0.10 0.16 0.31
C 1.82328 1.56152 2.46747 0.04 0.08 0.29 -1.18
H 0.84363 1.50414 2.94799 0.12 0.10 -0.23 0.25
H 2.58541 1.42500 3.25141 -0.09 0.13 -0.23 0.50
H 1.97210 2.53115 1.97861 -0.08 -0.27 0.20 0.24
C -0.91234 -1.19153 -0.99758 -2.44 -1.19 -1.87 -0.10
O -1.87335 -1.55645 -1.49177 1.80 0.69 1.37 -0.20
H 1.03486 -1.99732 -2.84503 2.06 -1.18 1.76 -0.10
F -1.97906 -1.34392 1.34276 -0.33 0.88 0.38 -0.47
Te -2.08128 0.53201 1.71775 -0.50 0.45 0.51 2.07
F -3.16404 0.86959 0.16440 0.45 -0.46 1.09 -0.47
F -2.23257 2.36500 2.19253 -0.27 -0.88 -0.14 -0.42
F -3.69729 0.16888 2.65130 1.60 0.35 -0.88 -0.33
F -1.11788 0.27660 3.34354 -0.74 -0.14 -0.63 -0.42
O -0.54224 0.82209 0.79506 -0.86 0.13 0.54 -0.50

=====

4.
58
Properties=species:S:1:pos:R:3:forces:R:3:mulliken_charge:R:1 method="wB97M-V/def2-TZVPD" gap_ev="5.92 / 7.09" s2=8.77 multiplicity=6
Ru 0.26495 1.18370 -0.20346 -1.17 0.28 -0.69 0.12
C -1.15005 -3.50951 -1.77482 0.08 0.10 0.02 -1.05
C 0.32148 -3.26000 -1.92644 -0.03 0.07 -0.10 0.61
N 1.09502 -4.25895 -2.32777 -0.05 -0.19 -0.06 -0.64
C 2.39471 -4.04506 -2.50688 -0.24 -0.04 -0.05 -0.93
C 3.02996 -2.85462 -2.21574 0.16 0.44 0.22 0.45
C 4.52083 -2.73187 -2.42209 0.00 -0.11 0.05 -0.94
O 4.92202 -1.53260 -3.06506 -0.04 0.04 -0.04 -0.53
C 2.25895 -1.79190 -1.69855 -1.01 -1.12 -0.33 0.22
C 2.88947 -0.62195 -1.14383 0.48 1.18 0.75 -0.17
N 2.27006 0.19268 -0.37139 0.21 -1.17 -0.86 0.11
C 2.77723 1.33551 0.23050 0.50 1.44 1.24 1.25
C 4.05581 1.90372 0.19863 -0.10 -0.54 -0.25 -0.82
C 4.26991 3.06554 0.91101 0.16 0.05 0.01 -0.65
C 3.25084 3.68594 1.63593 -0.27 0.00 0.08 -0.43
C 1.96825 3.15652 1.64045 0.50 0.15 0.02 -0.58
C 1.74513 1.98004 0.94723 0.96 -0.05 0.17 0.22
I -1.67246 1.00836 1.47527 -0.63 -0.16 0.41 -0.39
C 0.86863 -2.00850 -1.65764 0.68 0.25 -0.12 -0.04
O 0.00553 -0.96698 -1.36442 0.10 0.02 0.12 -0.33
H -1.38213 -4.50575 -2.13872 0.01 -0.02 0.01 0.38
H -1.72449 -2.77530 -2.34126 -0.05 -0.08 0.00 0.07
H -1.44124 -3.42703 -0.72615 -0.04 0.01 -0.01 0.31
H 2.95089 -4.89113 -2.89640 0.11 0.06 0.00 0.36
H 4.86367 -3.60446 -2.98616 0.02 -0.02 0.07 0.41
H 5.03637 -2.73691 -1.45886 0.04 0.00 -0.05 0.32
H 4.41426 -1.42289 -3.87697 0.03 -0.05 -0.01 0.34
H 3.94982 -0.47350 -1.32582 0.01 -0.08 -0.11 0.57
H 4.85927 1.45128 -0.37065 0.04 0.05 0.01 0.42
H 5.25591 3.51206 0.90230 0.00 -0.01 -0.01 0.38
H 3.45854 4.59574 2.18569 0.06 0.00 -0.03 0.39
H 1.16522 3.64978 2.17374 -0.01 0.01 -0.03 0.42
C -2.47016 -0.59348 -5.34046 0.16 -0.02 0.17 -1.91
C -1.57642 0.19754 -4.39792 -0.05 0.22 -0.19 1.44
C -0.65111 1.10371 -5.19862 0.03 -0.10 0.18 -1.67
O -0.74097 -0.75663 -3.67970 0.12 -0.33 0.05 -0.32
B -0.69643 -0.36057 -2.38926 -0.57 0.12 -0.53 1.49
O -1.47535 0.72220 -2.08757 0.20 -0.14 0.12 -0.28
C -2.34003 0.94389 -3.24279 -0.25 -0.02 -0.13 1.48
C -3.66961 0.28403 -2.88944 0.19 0.03 0.07 -1.89
C -2.51646 2.43369 -3.44826 0.15 -0.04 0.09 -1.81
H -1.84054 -1.04648 -6.10560 -0.06 0.00 -0.05 0.46
H -3.19526 0.06217 -5.82295 0.00 -0.01 -0.02 0.36
H -2.99410 -1.39097 -4.81615 -0.05 0.04 -0.03 0.32
H -0.03336 0.48286 -5.84794 -0.04 0.00 -0.04 0.52
H 0.00669 1.67811 -4.55097 -0.02 0.03 -0.02 0.15
H -1.23156 1.79251 -5.81172 0.03 0.01 -0.03 0.33
H -3.53571 -0.78723 -2.72716 -0.08 0.00 -0.01 0.24
H -4.40905 0.43896 -3.67432 0.00 -0.02 0.00 0.38
H -4.03797 0.72237 -1.96249 -0.02 0.01 -0.01 0.50
H -1.55858 2.94255 -3.53664 -0.03 -0.01 -0.06 0.30
H -3.03964 2.85630 -2.59013 -0.05 -0.02 -0.02 0.45
H -3.10797 2.61528 -4.34662 -0.02 0.03 0.00 0.37
F 1.20409 1.71948 -2.46452 0.04 -0.16 -0.07 -0.23
B 1.15808 3.16578 -2.34301 -0.01 0.08 0.30 0.55
F 2.39431 3.63886 -1.98631 -0.11 -0.04 -0.09 -0.33
F 0.64713 3.72022 -3.48688 0.01 -0.01 -0.01 -0.35
F 0.22512 3.34388 -1.23825 -0.07 -0.16 -0.05 -0.43